1.
Entry from the Open Molecules 2025 dataset: an isolated ion of composition C14H11N4O3S and charge -1 in a non-equilibrium geometry (ωB97M-V/def2-TZVPD).

Each line ends with the Löwdin charge.
CARTESIAN COORDINATES (ANGSTROEM)
C (4.72721, 4.03121, 6.62692)  -0.029
H (-0.32828, -2.54695, 1.51565)  0.111
C (-0.88053, -1.60864, 1.59733)  -0.048
H (6.82288, 4.64371, 6.82143)  0.090
C (-2.26830, -1.67737, 1.74780)  -0.058
C (-1.02854, 0.78638, 1.64246)  -0.038
C (-2.41644, 0.67647, 1.81403)  -0.047
H (-3.09444, 1.52980, 1.83635)  0.105
H (6.10209, 1.58720, 3.80121)  0.103
H (4.26940, 4.64663, 7.37691)  0.092
C (-3.05531, -0.55166, 1.91318)  -0.308
N (3.35395, 1.69954, 4.32977)  -0.001
O (1.69335, 0.32194, 0.09666)  -0.352
C (-4.53598, -0.68309, 2.11972)  -0.061
C (6.08668, 4.00016, 6.32017)  -0.124
C (4.45049, 2.35952, 4.89537)  -0.173
H (-4.95760, 0.31768, 2.19500)  0.066
N (2.24600, 2.11938, 4.90306)  0.023
C (-0.22989, -0.36773, 1.54714)  -0.275
S (1.53872, -0.29708, 1.42672)  0.667
C (5.83188, 2.29252, 4.58049)  -0.002
O (4.20690, -0.24160, 3.20745)  0.016
H (-5.02317, -1.21188, 1.28641)  0.083
N (2.08637, 0.79414, 2.63041)  -0.055
C (3.88959, 3.18014, 5.85702)  -0.284
C (6.64436, 3.14837, 5.33554)  -0.114
H (7.73316, 3.14377, 5.14656)  0.095
C (3.22885, 0.51427, 3.23113)  -0.506
H (-4.73952, -1.20634, 3.06197)  0.082
N (2.52077, 3.03133, 5.85848)  0.043
H (-2.82882, -2.61145, 1.71232)  0.110
H (-0.62056, 1.79651, 1.60747)  0.118
O (2.07768, -1.60761, 1.71167)  -0.328

## Properties
Gap between HOMO and LUMO, eV: 8.5
Total energy, Eh: -1383.06582
LUMO, eV: 2.8
Molecular weight, g mol⁻¹: 315.3
Total charge: -1



2.
Entry from the Open Molecules 2025 dataset: a single C14H11N5O7S molecule in a non-equilibrium geometry (ωB97M-V/def2-TZVPD).

Each line ends with the Löwdin charge.
CARTESIAN COORDINATES (ANGSTROEM)
H (-1.41424, 2.46766, -2.65274)  0.066
H (2.37490, -0.60396, -0.23884)  0.150
H (3.07586, 2.46410, -1.65634)  0.153
C (0.50855, 0.99084, 0.07123)  -0.484
N (-0.60586, 0.22142, 0.01437)  0.160
C (2.26855, 2.20868, -0.97662)  0.033
C (3.32499, -0.42087, -2.12935)  -0.483
C (0.34206, -1.56253, 3.73486)  -0.098
H (-0.41128, 3.28164, -1.46551)  0.086
O (3.71244, 4.50700, -0.01264)  0.086
O (4.35472, -0.03334, -1.58038)  0.028
C (2.15541, 2.85217, 0.19121)  -0.417
O (-2.58333, -1.86316, 6.76662)  0.071
H (2.53151, -0.58984, -3.99555)  0.061
N (3.39969, -0.68280, -3.51212)  0.138
C (-0.43228, 2.67849, -2.38335)  0.032
O (0.94015, 1.12210, -3.51994)  0.095
H (1.38720, -1.07928, -1.64836)  0.111
O (-4.07180, -1.00968, 5.45627)  0.103
N (0.09604, -0.99612, 2.58060)  0.124
C (0.51436, 1.45149, -2.42310)  -0.311
H (4.24688, -0.17364, -3.93868)  0.151
O (2.78678, 4.13840, 1.97819)  0.038
C (2.06067, -0.36495, -1.28055)  -0.011
C (-1.17759, -0.52014, 2.35150)  -0.152
H (-0.44580, -2.33223, 5.65046)  0.129
C (-2.24946, -0.64792, 3.30792)  0.121
C (-0.70253, -1.78997, 4.71169)  0.042
N (2.94004, 3.87684, 0.75222)  -0.347
C (-2.02375, -1.38382, 4.51851)  -0.099
S (0.84463, 2.25075, 1.20752)  1.136
C (1.33778, 1.02205, -1.21317)  -0.330
H (-3.24269, -0.40462, 3.13512)  0.102
H (1.38084, -1.66759, 4.05710)  0.119
N (-2.97220, -1.48612, 5.64426)  -0.329
C (-1.47891, 0.15918, 1.07512)  -0.424
O (-2.57475, 0.65278, 0.67465)  0.058
H (-0.08886, 3.37572, -3.14343)  0.093

## Properties
Gap between HOMO and LUMO, eV: 7.8
Total energy, Eh: -1738.47423
LUMO, eV: -1.8
Molecular weight, g mol⁻¹: 393.3
Energy above the lowest of the compared OMol25 structures with the same formula, charge and spin, kcal per mole: 27.3